[1]
72
Properties=species:S:1:pos:R:3 method="wB97M-V/def2-TZVPD" total_charge=0 homo_lumo_gap_ev=7.64 de_lowest_ev=6.435 energy_ev=-91243.321 smiles="O=C1C=CC(=O)C=C1.CCOS(C)(=O)=O.CCOS(C)(=O)=O.CCOS(C)(=O)=O.CCOS(C)(=O)=O" largest_force_ev_per_a=4.5
O 1.0657 0.1597 1.6841
C -0.0548 -0.1289 1.2386
C -0.5463 -1.5170 1.0878
C -1.6952 -1.8601 0.5185
C -2.5833 -0.9037 -0.0731
O -3.5846 -1.2764 -0.6503
C -2.1211 0.4889 0.0140
C -1.0024 0.8518 0.6903
H 0.0121 -2.3136 1.5569
H -2.0436 -2.8764 0.6287
H -2.7322 1.2295 -0.4804
H -0.7497 1.8884 0.8571
C 6.1920 -0.6407 -2.1599
C 5.2664 0.0380 -1.1442
O 4.0731 0.5594 -1.7841
S 2.6951 -0.3451 -1.7314
C 1.9774 0.2986 -0.1993
O 1.8867 0.0242 -2.8549
O 3.1493 -1.7597 -1.5026
H 5.7621 -1.5439 -2.5929
H 7.1622 -0.7948 -1.6875
H 6.3500 -0.1100 -3.0988
H 5.0577 -0.6162 -0.2977
H 5.8344 0.8896 -0.7694
H 1.8720 1.3828 -0.1593
H 2.6221 -0.0740 0.5966
H 0.9769 -0.1277 -0.2727
C -5.2311 0.8163 -2.7537
C -4.8717 1.9867 -1.8643
O -4.1515 2.8358 -2.7662
S -3.3446 4.1263 -2.2997
C -2.2209 3.4084 -1.0770
O -2.6406 4.6796 -3.4372
O -4.2429 5.0048 -1.5354
H -5.9210 1.0321 -3.5695
H -5.6172 0.0996 -2.0289
H -4.2670 0.4112 -3.0612
H -5.7784 2.4651 -1.4939
H -4.2887 1.7497 -0.9744
H -1.4469 4.1751 -1.0427
H -1.7284 2.5836 -1.5921
H -2.7127 3.1377 -0.1427
C -0.5690 -4.4601 0.2427
C -1.9150 -4.5880 0.8952
O -1.8737 -3.8330 2.0781
S -1.7736 -4.5393 3.5919
C -3.3273 -5.5205 3.6331
O -0.6373 -5.4450 3.6740
O -1.8747 -3.4869 4.5788
H -0.4923 -5.1884 -0.5647
H 0.2451 -4.7612 0.9021
H -0.2944 -3.4652 -0.1078
H -2.6320 -4.1287 0.2147
H -2.2860 -5.6101 0.9714
H -4.1717 -4.8365 3.7185
H -3.2948 -6.0980 4.5569
H -3.4734 -6.0837 2.7113
C 0.3824 2.8250 1.1860
C 1.5137 3.3510 0.3598
O 2.6962 2.9575 1.0321
S 4.2011 3.1979 0.2519
C 5.1984 2.0682 1.1955
O 4.0744 2.5369 -1.0527
O 4.6213 4.6300 0.3074
H 0.3968 3.1667 2.2209
H 0.3570 1.7352 1.1845
H -0.5637 3.1740 0.7722
H 1.4910 2.9191 -0.6407
H 1.3334 4.4135 0.1965
H 6.2243 2.2835 0.8964
H 4.9497 1.0320 0.9662
H 5.1157 2.3193 2.2529

[2]
72
Properties=species:S:1:pos:R:3 method="wB97M-V/def2-TZVPD" total_charge=0 homo_lumo_gap_ev=8.82 de_lowest_ev=16.780 energy_ev=-56088.126 largest_force_ev_per_a=14.0
C 5.8406 -16.4696 2.6385
O 7.0002 -15.6742 2.7448
C 8.1598 -16.1052 2.3015
O 8.4122 -17.0780 1.5979
O 9.1030 -15.1876 2.7326
C 10.4145 -15.4440 2.3184
H 5.6792 -16.7957 1.6110
H 5.0196 -15.7620 2.7541
H 5.8634 -17.2588 3.3901
H 11.0157 -15.5080 3.2253
H 10.7989 -14.7109 1.6092
H 10.6105 -16.4359 1.9112
C 11.9687 -23.4272 -1.1893
O 12.6715 -22.2295 -0.8628
C 13.3223 -22.1095 0.3271
O 13.3964 -22.9521 1.2306
O 13.6965 -20.8982 0.4097
C 14.4085 -20.5296 1.6215
H 11.1001 -23.3358 -0.5372
H 12.6097 -24.2580 -0.8945
H 11.6697 -23.4979 -2.2351
H 14.0619 -21.1261 2.4653
H 14.4627 -19.4459 1.7248
H 15.4510 -20.8479 1.6153
C 13.6120 -25.4698 5.9618
O 13.0759 -24.7437 4.8667
C 13.0312 -25.2879 3.6794
O 13.4073 -26.4139 3.3918
O 12.5790 -24.3632 2.8472
C 12.5881 -24.6165 1.4688
H 13.2778 -26.5061 6.0117
H 13.0909 -24.9826 6.7859
H 14.6801 -25.6014 6.1348
H 11.8331 -24.0469 0.9270
H 12.5125 -25.6763 1.2254
H 13.5203 -24.4659 0.9243
C 8.4593 -24.1728 0.0451
O 8.1473 -22.9339 -0.5785
C 9.0859 -22.0186 -0.7793
O 10.2349 -22.1888 -0.5205
O 8.5150 -20.9673 -1.3026
C 9.2583 -19.7739 -1.6639
H 7.5809 -24.5726 0.5519
H 9.4358 -24.1721 0.5293
H 8.6888 -24.8568 -0.7720
H 9.8816 -19.8153 -2.5571
H 9.7093 -19.2776 -0.8047
H 8.5358 -19.0229 -1.9834
C 2.8754 -18.1381 -1.1379
O 4.2211 -18.3271 -1.3471
C 5.2255 -17.7347 -0.6261
O 5.0469 -16.7920 0.1752
O 6.3351 -18.4267 -0.9170
C 7.5060 -18.1772 -0.1932
H 2.2710 -19.0006 -1.4187
H 2.5208 -17.2002 -1.5652
H 2.8175 -18.0333 -0.0545
H 8.3650 -18.5699 -0.7373
H 7.3683 -18.4687 0.8481
H 7.5867 -17.0914 -0.2441
C 8.4864 -18.7239 1.9798
O 8.7619 -20.1003 2.0654
C 9.9922 -20.5104 2.1448
O 10.9664 -19.8058 2.1694
O 9.9346 -21.8618 2.3252
C 11.2128 -22.4819 2.1855
H 8.7960 -18.3651 0.9982
H 8.9094 -18.1416 2.7984
H 7.3995 -18.6670 2.0394
H 11.5634 -22.3906 1.1575
H 11.0964 -23.5069 2.5376
H 11.9929 -22.0027 2.7771

[3]
61
Properties=species:S:1:pos:R:3 method="wB97M-V/def2-TZVPD" total_charge=+3 homo_lumo_gap_ev="5.06 / 3.09" de_lowest_ev=4.672 energy_ev=-64123.099 spin_multiplicity=2 largest_force_ev_per_a=4.2
Ce -0.0705 0.1227 1.2534
P -1.8567 -1.6383 1.6740
P 1.3434 -0.7396 3.2957
P 1.3450 -1.4657 -0.3026
H -0.7545 6.4154 -5.9563
C -0.8263 5.5209 -6.5852
C -2.0172 4.9824 -6.9030
H -2.9559 5.4182 -6.5415
C -3.3232 -0.9480 2.3986
C -1.5194 -3.0583 2.6961
C -2.3911 -2.3180 0.0958
C 2.8914 0.1471 3.2934
C 0.5839 -0.4061 4.8401
C 1.7412 -2.4583 3.3632
C 0.7206 -1.2543 -1.9622
C 1.5069 -3.1930 -0.0608
C 3.0266 -0.8339 -0.3878
H 0.1108 5.0922 -6.9572
H -2.0907 4.0953 -7.5424
H -3.6208 0.0021 1.9358
H -3.1759 -0.7728 3.4703
H -4.1256 -1.6825 2.2612
H -1.2325 -2.7518 3.7093
H -0.7208 -3.6840 2.2837
H -2.4448 -3.6400 2.7444
H -2.7975 -1.5345 -0.5550
H -3.1729 -3.0572 0.3148
H -1.5557 -2.7944 -0.4377
H 3.3789 -0.1378 4.2281
H 2.7325 1.2326 3.2641
H 3.5216 -0.1293 2.4421
H 1.2768 -0.8284 5.5716
H -0.3889 -0.9007 4.9323
H 0.4569 0.6628 5.0276
H 2.8130 -2.5256 3.5457
H 1.4887 -3.0483 2.4755
H 1.1953 -2.8647 4.2150
H 1.1678 -2.0492 -2.5447
H 1.0137 -0.2731 -2.3703
H -0.3790 -1.3166 -2.0225
H 1.7086 -3.6112 -1.0496
H 0.6030 -3.6610 0.3524
H 2.3514 -3.4052 0.6004
H 3.4501 -1.2231 -1.3196
H 3.6043 -1.1951 0.4720
H 3.0556 0.2639 -0.3939
C -0.6605 1.3687 -1.4766
C 0.4302 2.2587 -1.3384
C 0.7352 3.1210 -2.3895
C -0.0059 3.0971 -3.5667
C -1.0648 2.1978 -3.6886
C -1.3928 1.3341 -2.6613
O -1.0232 0.5215 -0.5071
H 1.3160 1.0561 1.0321
H 1.0218 2.2705 -0.4143
H 1.5644 3.8174 -2.2744
H 0.2384 3.7790 -4.3918
H -1.6565 2.1654 -4.6026
H -2.2123 0.6281 -2.7347
O -1.7595 2.2759 3.3923
C -1.1987 1.5530 2.7572

[4]
70
Properties=species:S:1:pos:R:3 method="wB97M-V/def2-TZVPD" total_charge=0 homo_lumo_gap_ev=9.95 de_lowest_ev=0.000 energy_ev=-154170.760 smiles="CCOCCOC(=O)OCCCN.ClCCCl.ClCCCl.ClCCCl.ClCCCl.ClCCCl" largest_force_ev_per_a=1.0
C -1.4495 2.3779 -4.6585
C -2.5993 1.8057 -3.8433
O -2.5232 2.1278 -2.4594
C -1.2243 2.0257 -1.9119
C -1.3707 1.9516 -0.3966
O -0.3125 2.6393 0.2911
C 0.9355 2.2498 -0.0283
O 1.6330 2.8227 -0.8240
O 1.3743 1.2135 0.7181
C 1.9513 0.1334 -0.0427
C 0.9183 -0.9316 -0.3784
C 0.2080 -1.4568 0.8654
N -0.7468 -2.5385 0.5646
H -1.6357 2.3273 -5.7306
H -0.5329 1.8116 -4.4784
H -1.2460 3.4137 -4.3779
H -3.5480 2.2205 -4.1927
H -2.6486 0.7153 -3.9867
H -0.7009 1.1398 -2.2943
H -0.6345 2.9183 -2.1493
H -1.4633 0.9204 -0.0355
H -2.2906 2.4665 -0.1155
H 2.7064 -0.3169 0.6088
H 2.4701 0.5143 -0.9228
H 1.4616 -1.7676 -0.8362
H 0.1926 -0.5557 -1.1096
H 0.9781 -1.8234 1.5563
H -0.2960 -0.6393 1.3907
H -0.8669 -2.6160 -0.4396
H -1.6557 -2.2722 0.9247
Cl 1.7844 3.1150 -4.9813
C 2.4810 4.5710 -4.2227
C 2.2815 5.8008 -5.0690
Cl 3.2378 5.7491 -6.5731
H 3.5353 4.3794 -4.0424
H 1.9806 4.6958 -3.2632
H 2.6067 6.6792 -4.5144
H 1.2377 5.9249 -5.3457
Cl -3.0689 -3.0176 3.0827
C -2.6424 -4.7431 3.2149
C -2.1051 -5.0873 4.5794
Cl -0.5167 -4.3442 4.8824
H -1.9167 -4.9585 2.4340
H -3.5506 -5.3120 3.0236
H -1.9721 -6.1653 4.6583
H -2.7801 -4.7601 5.3659
Cl 0.8870 2.0671 4.9482
C 1.1064 3.3026 3.6831
C 2.4356 4.0024 3.7878
Cl 2.5445 5.0347 5.2380
H 0.2801 4.0044 3.7600
H 1.0387 2.7859 2.7283
H 2.5723 4.6504 2.9238
H 3.2547 3.2892 3.8255
Cl -2.7220 0.5770 -7.5357
C -2.0767 -1.0741 -7.3555
C -0.9776 -1.1673 -6.3253
Cl 0.5294 -0.3563 -6.8310
H -1.7287 -1.4013 -8.3317
H -2.9107 -1.7035 -7.0502
H -0.7285 -2.2160 -6.1719
H -1.2832 -0.7365 -5.3748
Cl 2.7803 -7.1192 9.2822
C 1.9888 -5.6065 8.7685
C 0.5007 -5.7710 8.6007
Cl 0.0941 -6.8142 7.2164
H 2.4562 -5.2861 7.8412
H 2.1876 -4.8645 9.5397
H 0.0483 -4.7990 8.4073
H 0.0466 -6.2027 9.4886

[5]
71
Properties=species:S:1:pos:R:3 method="wB97M-V/def2-TZVPD" total_charge=+2 homo_lumo_gap_ev="9.69 / 6.38" energy_ev=-60487.463 spin_multiplicity=2 largest_force_ev_per_a=4.7
O -14.4578 -1.9912 -15.7503
C -13.2245 -1.9415 -15.2279
O -12.7793 -0.9824 -14.6033
O -12.4083 -2.8286 -15.4966
H -14.4162 -2.8944 -16.0731
C -14.9403 1.5173 -19.0764
C -15.3368 0.3918 -18.0718
N -16.1553 0.9269 -17.0122
C -17.3952 1.4605 -17.0839
C -17.7852 1.7819 -15.8433
N -16.8125 1.5612 -14.9721
C -15.7623 0.9809 -15.6695
C -16.8600 1.8865 -13.5683
H -15.8930 1.9582 -19.3700
H -14.3455 1.2296 -19.9433
H -14.4498 2.3249 -18.5331
H -14.5513 -0.2471 -17.6682
H -15.9113 -0.4376 -18.4843
H -17.9792 1.3868 -17.9895
H -18.7275 2.1089 -15.4291
H -14.8560 0.5148 -15.3118
H -16.8981 2.9328 -13.2651
H -16.0739 1.4980 -12.9208
H -17.8151 1.4651 -13.2547
C -19.3140 -1.4231 -9.7429
C -18.9966 -1.0767 -11.2003
N -17.5932 -1.3731 -11.5866
C -17.1321 -2.5018 -12.2776
C -15.7433 -2.4173 -12.2775
N -15.3584 -1.2501 -11.6777
C -16.4806 -0.6388 -11.2203
C -14.0305 -0.6553 -11.4865
H -18.8257 -0.8176 -8.9793
H -19.1455 -2.4752 -9.5131
H -20.3870 -1.3904 -9.5543
H -19.1373 -0.0192 -11.4238
H -19.7209 -1.4990 -11.8967
H -17.8507 -3.1496 -12.7578
H -15.0544 -3.1071 -12.7424
H -16.4424 0.2913 -10.6728
H -13.8453 0.0187 -10.6502
H -13.8644 -0.0358 -12.3678
H -13.3539 -1.5066 -11.4114
C -11.2505 -7.1412 -16.9316
N -12.7177 -7.3273 -16.3175
C -13.1854 -5.8608 -16.2040
C -13.5197 -8.2982 -17.1808
C -12.5064 -8.0908 -14.9824
C -13.7043 -8.2053 -14.0163
O -14.6669 -9.1460 -14.3496
H -10.7529 -8.1078 -17.0100
H -10.6609 -6.5177 -16.2595
H -11.4298 -6.4684 -17.7702
H -12.6778 -5.4656 -15.3241
H -14.2442 -6.0555 -16.0331
H -13.1235 -5.2318 -17.0921
H -14.4594 -8.2390 -16.6317
H -13.0744 -9.2930 -17.1648
H -13.7105 -7.9069 -18.1801
H -11.7177 -7.5114 -14.5025
H -12.1305 -9.0980 -15.1618
H -14.2140 -7.2517 -13.8787
H -13.3139 -8.6378 -13.0951
H -15.4444 -8.8987 -13.8436
P -14.8028 -3.8757 -19.5187
F -15.6794 -2.5068 -19.7226
F -15.7774 -4.1637 -18.2617
F -15.8115 -4.8032 -20.3445
F -13.7884 -5.1980 -19.3107
F -13.8204 -3.5433 -20.8861
F -13.8745 -3.0390 -18.5119

[6]
61
Properties=species:S:1:pos:R:3 method="wB97M-V/def2-TZVPD" total_charge=0 homo_lumo_gap_ev="3.47 / 3.44" de_lowest_ev=0.987 energy_ev=-44706.670 largest_force_ev_per_a=5.1
Zr -1.0069 0.0073 0.8539
P 4.1207 -0.1727 -1.3793
P -3.1188 1.6341 0.9308
N -1.2904 -0.2730 -1.0725
H 3.9043 0.2796 -0.0540
C 4.2752 -1.9641 -1.3651
H 5.2302 -2.2405 -1.8366
H 3.4451 -2.4237 -1.9201
H 4.2661 -2.3315 -0.3299
C 5.6617 0.5109 -2.0002
H 6.0467 -0.1320 -2.8049
H 6.3973 0.5506 -1.1843
H 5.5010 1.5278 -2.3836
C 2.7305 0.3362 -2.3904
H 3.0889 0.6162 -3.3932
H 2.2378 1.2046 -1.9329
H 1.9963 -0.4765 -2.4744
C -4.5689 0.5151 1.0582
H -5.3046 0.9499 1.7476
H -4.2589 -0.4670 1.4431
H -5.0361 0.3818 0.0740
C -3.4497 2.8071 2.2815
H -4.5060 2.7611 2.5779
H -3.2028 3.8253 1.9546
H -2.8251 2.5462 3.1445
C -3.5067 2.6377 -0.5442
H -4.5654 2.9389 -0.5447
H -3.2916 2.0774 -1.4619
H -2.8785 3.5391 -0.5339
C -1.3441 -0.1510 -2.3865
C -1.7238 -1.1097 -4.6059
C -1.6548 -1.2678 -3.2317
C -1.0953 1.1213 -3.0138
C -1.1914 1.2584 -4.3889
C -1.5029 0.1501 -5.1915
H -1.9510 -1.9713 -5.2365
H -1.8473 -2.2238 -2.7384
H -0.8524 1.9685 -2.3629
H -1.0190 2.2383 -4.8403
H -1.5773 0.2694 -6.2728
C 2.1310 0.4822 1.5499
O 0.9028 0.6128 1.1947
C 2.6452 -0.8692 1.8778
H 2.3897 -1.1593 2.9137
H 3.7428 -0.8807 1.8115
H 2.2372 -1.6341 1.2018
C 2.8946 1.7064 1.8587
H 3.2202 1.6945 2.9093
H 2.2833 2.5941 1.6702
H 3.8043 1.7878 1.2477
C -0.4448 -2.9948 3.2695
C -1.7950 -2.3283 3.0821
C -2.3584 -1.7504 4.3669
O -1.6903 -1.2997 2.0792
H 0.3159 -2.2763 3.6025
H -0.1018 -3.4530 2.3347
H -0.5130 -3.7843 4.0280
H -2.4978 -3.0766 2.7032
H -1.7228 -0.9376 4.7403
H -3.3703 -1.3613 4.2243
H -2.4046 -2.5204 5.1432